Record 1
{"formula": "C33H20BrCl7IN2NaO5Te", "method": "the ωB97M-V functional and the def2-TZVPD basis", "symbols": ["Na", "Cl", "C", "C", "C", "Cl", "C", "O", "C", "C", "O", "C", "H", "H", "H", "Cl", "C", "C", "C", "Cl", "C", "Cl", "C", "Cl", "C", "Cl", "N", "C", "O", "C", "I", "H", "H", "H", "H", "Br", "C", "C", "N", "C", "C", "C", "C", "O", "O", "H", "H", "H", "Te", "C", "C", "C", "C", "C", "C", "C", "C", "C", "C", "C", "C", "H", "H", "H", "H", "H", "H", "H", "H", "H", "H"], "xyz": [[1.087, 0.272, 0.503], [3.508, 3.523, 5.801], [2.812, 2.264, 4.802], [3.507, 1.066, 4.626], [2.961, 0.070, 3.866], [3.798, -1.450, 3.763], [1.693, 0.166, 3.181], [1.191, -0.796, 2.545], [1.044, 1.450, 3.373], [-0.209, 1.809, 2.719], [-0.600, 1.420, 1.632], [1.592, 2.433, 4.207], [4.463, 0.913, 5.108], [-0.872, 2.473, 3.311], [1.043, 3.357, 4.358], [-3.352, -4.210, -0.981], [-3.325, -2.612, -1.782], [-2.329, -1.734, -1.441], [-2.346, -0.539, -2.122], [-1.072, 0.682, -1.839], [-3.319, -0.193, -3.059], [-3.335, 1.342, -3.866], [-4.326, -1.117, -3.346], [-5.559, -0.734, -4.502], [-4.330, -2.354, -2.705], [-5.577, -3.507, -3.072], [0.240, -3.728, -0.908], [0.872, -2.611, -1.321], [0.895, -1.575, -0.686], [1.631, -2.683, -2.628], [0.277, -2.761, -4.284], [-0.432, -3.613, -0.158], [0.065, -4.455, -1.579], [2.243, -3.578, -2.699], [2.224, -1.776, -2.734], [3.872, -4.697, 1.748], [4.458, -3.361, 0.530], [5.565, -3.613, -0.259], [6.025, -2.726, -1.139], [5.361, -1.578, -1.255], [4.244, -1.238, -0.497], [3.782, -2.156, 0.436], [3.478, 0.054, -0.774], [3.220, 0.259, -1.972], [3.174, 0.747, 0.230], [6.092, -4.557, -0.179], [5.722, -0.875, -1.997], [2.924, -1.938, 1.061], [-1.669, -1.483, 1.403], [-1.821, -1.387, 3.538], [-2.474, -0.313, 4.139], [-2.719, -0.296, 5.506], [-2.312, -1.361, 6.298], [-1.648, -2.430, 5.713], [-1.407, -2.442, 4.345], [-3.771, -1.254, 1.296], [-4.645, -2.186, 1.843], [-6.018, -2.010, 1.737], [-6.532, -0.901, 1.079], [-5.665, 0.041, 0.543], [-4.291, -0.131, 0.659], [-2.811, 0.516, 3.525], [-3.230, 0.551, 5.950], [-2.516, -1.360, 7.362], [-1.322, -3.266, 6.322], [-0.881, -3.278, 3.899], [-4.247, -3.059, 2.346], [-6.689, -2.752, 2.157], [-7.604, -0.773, 0.982], [-6.054, 0.911, 0.026], [-3.616, 0.607, 0.242]], "atomic_forces_ev_per_a": [[-0.519, 0.002, -0.127], [0.008, 0.037, 0.034], [-0.060, -0.022, -0.037], [0.019, -0.037, 0.015], [-0.060, -0.149, 0.047], [0.048, -0.015, -0.002], [-0.228, 0.248, 0.275], [0.222, 0.177, -0.139], [0.236, -0.145, 0.082], [-0.202, -0.365, 0.135], [0.232, 0.420, 0.089], [-0.093, 0.105, 0.012], [0.002, -0.007, -0.006], [0.160, 0.220, -0.049], [0.002, 0.001, -0.010], [0.002, 0.095, -0.039], [-0.010, -0.202, 0.090], [0.127, 0.204, 0.026], [0.081, 0.281, -0.160], [-0.282, -0.275, 0.031], [-0.094, -0.136, 0.001], [0.030, 0.034, -0.011], [0.041, 0.029, 0.023], [-0.026, 0.007, -0.013], [-0.002, 0.037, -0.032], [0.004, -0.006, -0.003], [0.153, -0.041, 0.034], [0.044, 0.152, -0.202], [0.034, -0.203, 0.218], [0.049, -0.032, 0.024], [-0.015, -0.001, 0.002], [-0.067, 0.028, -0.055], [-0.104, 0.001, 0.001], [0.018, 0.012, 0.002], [-0.019, 0.006, -0.009], [0.007, -0.001, -0.011], [-0.046, 0.025, 0.027], [0.013, -0.007, 0.002], [0.050, -0.024, 0.012], [-0.076, 0.044, 0.008], [-0.075, -0.091, -0.111], [0.066, -0.015, 0.059], [0.238, 0.094, -0.105], [0.077, 0.044, -0.005], [0.150, -0.120, -0.099], [0.006, 0.004, -0.002], [-0.007, -0.023, -0.022], [-0.003, 0.009, 0.002], [0.068, -0.526, 0.025], [-0.312, 0.084, 0.017], [0.043, 0.043, 0.048], [0.029, 0.011, -0.010], [-0.024, 0.009, 0.005], [0.039, -0.016, 0.020], [0.144, 0.042, -0.007], [0.005, 0.014, -0.024], [-0.026, -0.017, -0.022], [-0.007, -0.010, 0.013], [-0.007, -0.002, 0.008], [0.002, 0.009, -0.024], [-0.052, -0.006, -0.032], [-0.016, -0.011, -0.008], [-0.009, -0.009, 0.011], [0.026, 0.011, 0.006], [0.010, 0.010, 0.006], [-0.041, -0.018, -0.013], [-0.001, -0.011, -0.014], [-0.005, 0.004, -0.001], [0.000, 0.003, -0.001], [-0.006, -0.002, 0.003], [0.008, -0.010, -0.008]], "mulliken_charge": [0.7555, -0.3039, 0.2107, -0.7043, 0.4496, -0.2132, -0.5044, -0.3741, 1.4171, -0.4747, -0.4748, -0.9088, 0.4198, 0.3200, 0.3760, -0.2328, 0.5288, -0.5894, 0.5350, -0.1821, -0.2163, -0.2304, 0.4252, -0.2470, -0.2260, -0.2422, -0.1026, 0.1564, -0.0453, -1.2323, 0.0152, 0.1509, 0.2689, 0.5006, 0.3348, -0.1819, -0.4952, -0.1337, -0.7030, -0.3501, 0.3461, -0.2849, 0.3819, -0.7535, -0.8381, 0.3678, 0.4424, 1.1752, -0.0110, 0.2224, -0.2517, -0.6971, -0.3785, -0.5715, -0.3303, 0.1135, -0.3374, -0.5077, -0.4569, -0.6058, -0.2304, 0.3694, 0.3803, 0.3470, 0.3711, 0.3498, 0.3523, 0.3493, 0.3436, 0.4102, 0.4368], "homo_lumo_gap_ev": 6.35, "energy_ev": -225277.8275, "lumo_ev": 3.66, "relative_energy_kcal_mol": 18.9, "homo_energy_ev": -2.6934, "total_charge": -2}

Record 2
{"formula": "C33H21BrF4InN3OP", "method": "the ωB97M-V functional and the def2-TZVPD basis", "symbols": ["In", "C", "C", "C", "C", "N", "C", "C", "C", "C", "C", "C", "N", "C", "C", "C", "C", "C", "N", "H", "H", "H", "H", "H", "H", "H", "H", "H", "H", "H", "F", "C", "C", "F", "C", "F", "C", "P", "C", "C", "C", "C", "C", "C", "C", "C", "C", "C", "C", "C", "C", "Br", "C", "F", "H", "H", "H", "H", "H", "H", "H", "H", "H", "H", "O"], "xyz": [[-0.644, 1.023, 0.576], [0.460, -0.854, 4.423], [1.157, 0.220, 4.995], [0.759, 1.497, 4.582], [-0.161, 1.680, 3.530], [-0.971, 0.663, 3.175], [-0.706, -0.614, 3.698], [-0.176, 3.097, 2.793], [-0.011, 4.418, 3.271], [-0.419, 5.528, 2.479], [-1.050, 5.262, 1.216], [-1.251, 3.929, 0.786], [-0.500, 3.034, 1.471], [-2.252, 3.402, -0.342], [-2.337, 4.202, -1.474], [-3.002, 3.751, -2.654], [-3.648, 2.560, -2.575], [-3.817, 1.916, -1.354], [-3.021, 2.309, -0.259], [0.886, -1.858, 4.251], [2.020, 0.082, 5.646], [1.237, 2.346, 5.067], [-1.411, -1.412, 3.575], [0.387, 4.544, 4.297], [-0.311, 6.557, 2.823], [-1.412, 6.062, 0.553], [-1.954, 5.234, -1.522], [-3.048, 4.363, -3.561], [-3.892, 1.917, -3.429], [-4.308, 0.940, -1.281], [-0.212, -1.640, -6.876], [-0.068, -1.610, -5.525], [0.599, -2.672, -4.856], [1.101, -3.688, -5.610], [0.751, -2.668, -3.453], [1.422, -3.706, -2.796], [0.332, -1.597, -2.657], [0.646, -1.615, -0.827], [2.438, -1.235, -0.857], [3.031, -2.447, -0.593], [4.348, -2.381, -0.148], [4.985, -1.153, -0.057], [4.375, 0.078, -0.386], [3.076, 0.048, -0.829], [-0.183, -3.041, -0.152], [0.247, -3.369, 1.161], [-0.715, -4.050, 1.890], [-1.812, -4.699, 1.342], [-2.057, -4.548, -0.022], [-1.433, -3.499, -0.662], [-0.264, -0.561, -3.400], [-0.817, 0.975, -2.581], [-0.506, -0.528, -4.776], [-1.193, 0.493, -5.320], [2.483, -3.359, -0.796], [4.889, -3.270, 0.165], [6.019, -1.156, 0.275], [4.926, 1.014, -0.255], [2.492, 0.943, -1.078], [1.072, -2.916, 1.645], [-0.649, -3.923, 2.978], [-2.486, -5.216, 2.017], [-2.775, -5.182, -0.531], [-1.806, -3.001, -1.568], [1.139, -0.619, 0.381]], "atomic_forces_ev_per_a": [[-0.869, -2.128, -0.159], [0.300, -0.375, -0.960], [-0.713, 0.208, -1.127], [0.441, 0.094, 0.399], [0.988, 0.721, 0.826], [0.570, -0.957, 0.526], [0.816, 3.122, -0.168], [-0.475, 0.360, -1.395], [-0.163, -0.305, 1.017], [-0.147, -1.860, -1.360], [-0.441, 0.229, 0.158], [0.900, -0.130, 0.850], [-2.668, -1.069, 1.377], [0.436, 1.397, -0.408], [-0.646, 1.137, -1.885], [0.768, 1.495, 1.399], [-0.840, -2.448, -0.179], [3.181, 0.979, 1.897], [-1.150, -0.654, -0.642], [-0.361, 0.330, 1.285], [-0.302, 0.029, -0.148], [0.039, 0.018, -0.397], [-0.327, -0.054, -0.817], [-0.485, 0.219, -0.703], [0.058, -0.404, -0.062], [-0.021, -0.166, 0.793], [0.255, -0.759, 0.223], [0.380, -0.304, 0.375], [-0.540, 0.953, -0.054], [0.012, 0.580, 0.267], [0.161, -0.063, 1.667], [0.446, -0.578, -0.664], [0.181, -0.382, -0.359], [-0.625, 1.088, 1.018], [1.068, -1.061, 0.634], [-1.229, 1.375, -1.547], [-1.521, 0.903, -1.274], [3.344, 2.293, 1.319], [0.704, -1.975, -2.126], [1.452, 0.555, -0.225], [0.731, 0.076, 0.399], [0.500, -0.209, 0.315], [-0.083, -0.492, -0.210], [-0.162, -0.571, -0.508], [-0.388, 0.614, 0.457], [-2.494, -0.155, -1.223], [0.372, 0.325, 1.577], [0.520, 0.299, -0.162], [-0.766, -0.188, 0.354], [2.114, 0.460, -0.744], [-0.037, -0.203, -0.208], [-0.270, 1.271, 0.227], [0.116, -0.796, 0.185], [0.670, -0.799, 0.060], [0.408, -0.128, 0.303], [-0.036, 0.079, -0.197], [-0.104, 0.104, 0.030], [-0.232, -0.353, -0.200], [0.376, -0.381, 0.121], [0.806, 0.316, 0.072], [0.153, -0.781, -0.304], [0.089, -0.267, -0.358], [-0.379, 0.473, 0.138], [0.136, -0.804, 0.160], [-5.017, -0.301, 0.342]], "mulliken_charge": [0.8042, -0.2392, -0.6087, -0.6197, 0.8136, -0.4620, -0.3254, 0.5569, -0.5652, -0.6244, -0.5672, 0.4777, -0.2557, 0.9217, -0.5984, -0.4960, -0.5382, -0.2935, -0.3427, 0.3216, 0.4215, 0.3049, 0.5317, 0.3361, 0.4319, 0.3239, 0.2298, 0.4305, 0.3782, 0.3432, -0.2657, 0.5754, 0.0249, -0.2739, 0.6550, -0.3213, -0.2143, 0.0790, 1.3257, -0.4316, -1.0516, -0.5668, -0.6189, -0.7005, 0.8737, -0.8780, -0.4772, -0.4481, -0.7919, -0.5655, 0.5740, -0.0241, -0.0265, -0.2691, 0.4774, 0.4100, 0.3760, 0.4177, 0.3855, 0.5079, 0.4221, 0.4082, 0.4199, 0.4566, -0.5549], "homo_lumo_gap_ev": 5.45, "energy_ev": -136440.6791, "lumo_ev": -3.51, "relative_energy_kcal_mol": 41.3, "homo_energy_ev": -8.9615, "total_charge": 1}

Record 3
{"formula": "C33H21F6IN4O13S2TeW", "method": "the ωB97M-V functional and the def2-TZVPD basis", "symbols": ["W", "O", "C", "C", "C", "N", "C", "C", "C", "O", "O", "C", "O", "O", "H", "H", "H", "F", "C", "F", "F", "S", "O", "O", "N", "S", "O", "O", "C", "F", "F", "F", "I", "C", "C", "C", "C", "N", "C", "H", "H", "H", "H", "Te", "C", "C", "C", "C", "C", "C", "C", "C", "C", "C", "C", "C", "H", "H", "H", "H", "H", "H", "H", "H", "H", "H", "O", "C", "O", "C", "C", "C", "C", "C", "C", "N", "O", "O", "H", "H", "H", "H"], "xyz": [[-0.284, 0.135, 0.476], [2.733, 2.442, 5.386], [2.144, 1.932, 4.294], [2.517, 0.708, 3.736], [1.850, 0.283, 2.615], [0.866, 0.990, 2.069], [0.514, 2.167, 2.586], [1.131, 2.686, 3.696], [-0.580, 2.814, 1.779], [-1.056, 3.880, 2.067], [-0.874, 2.072, 0.739], [2.151, -0.955, 1.817], [3.023, -1.730, 2.104], [1.355, -1.018, 0.772], [3.406, 1.839, 5.723], [3.317, 0.097, 4.135], [0.828, 3.647, 4.086], [-3.524, 4.703, -2.730], [-2.635, 4.050, -1.989], [-1.461, 4.677, -2.069], [-3.044, 4.046, -0.730], [-2.418, 2.324, -2.633], [-1.141, 1.891, -2.120], [-2.595, 2.428, -4.041], [-3.638, 1.546, -1.985], [-3.620, 0.466, -0.886], [-2.321, 0.230, -0.243], [-4.317, -0.727, -1.247], [-4.599, 1.189, 0.505], [-3.903, 2.118, 1.143], [-4.888, 0.205, 1.358], [-5.726, 1.716, 0.047], [3.107, -2.760, -3.768], [1.184, -2.389, -3.073], [0.079, -2.930, -3.709], [-1.174, -2.640, -3.196], [-1.278, -1.816, -2.091], [-0.211, -1.261, -1.509], [0.999, -1.566, -1.978], [0.195, -3.568, -4.575], [-2.071, -3.050, -3.637], [-2.242, -1.614, -1.654], [1.843, -1.145, -1.450], [1.630, 1.884, -1.111], [3.495, 1.183, -0.410], [4.162, 0.112, -0.995], [5.335, -0.363, -0.432], [5.854, 0.232, 0.711], [5.204, 1.315, 1.280], [4.026, 1.794, 0.721], [2.035, 1.516, -3.153], [1.149, 0.843, -3.982], [1.487, 0.626, -5.312], [2.703, 1.073, -5.807], [3.580, 1.757, -4.977], [3.246, 1.987, -3.651], [3.779, -0.349, -1.897], [5.841, -1.206, -0.884], [6.768, -0.145, 1.151], [5.616, 1.797, 2.158], [3.529, 2.652, 1.162], [0.187, 0.523, -3.611], [0.791, 0.109, -5.960], [2.964, 0.897, -6.842], [4.524, 2.121, -5.362], [3.933, 2.524, -3.008], [-1.409, -0.426, 2.150], [-1.732, -1.647, 1.863], [-1.221, -2.184, 0.875], [-2.727, -2.335, 2.721], [-3.372, -1.651, 3.746], [-4.323, -2.296, 4.522], [-4.632, -3.625, 4.280], [-3.975, -4.281, 3.254], [-3.028, -3.665, 2.462], [-4.303, -5.697, 2.994], [-5.145, -6.216, 3.699], [-3.745, -6.242, 2.064], [-3.128, -0.611, 3.918], [-4.830, -1.763, 5.315], [-5.368, -4.155, 4.865], [-2.536, -4.198, 1.663]], "atomic_forces_ev_per_a": [[0.397, 0.660, -0.391], [0.002, -0.001, 0.003], [-0.006, 0.006, -0.010], [0.014, 0.007, 0.008], [0.014, 0.003, -0.010], [0.005, -0.068, 0.086], [-0.027, 0.015, 0.005], [-0.002, -0.009, 0.016], [0.023, -0.014, -0.013], [-0.016, 0.011, -0.022], [-0.117, -0.016, 0.143], [0.010, -0.023, -0.011], [-0.005, 0.012, 0.001], [-0.114, -0.043, 0.035], [0.000, 0.000, 0.001], [0.001, 0.004, 0.002], [0.005, 0.000, 0.003], [-0.009, -0.012, 0.018], [0.013, -0.006, -0.078], [-0.057, -0.022, -0.009], [0.042, -0.026, 0.126], [0.101, -0.045, 0.096], [-0.072, 0.007, -0.126], [0.029, -0.015, -0.082], [0.060, 0.034, 0.010], [-0.048, 0.174, 0.171], [0.159, -0.214, -0.206], [-0.011, 0.034, -0.048], [0.018, 0.001, -0.002], [0.016, 0.004, -0.039], [0.010, 0.011, 0.022], [-0.002, -0.032, -0.008], [-0.014, 0.016, 0.012], [-0.023, -0.047, -0.052], [-0.014, 0.011, 0.019], [0.033, 0.017, 0.001], [-0.042, -0.013, -0.066], [-0.115, 0.060, 0.360], [0.091, -0.003, -0.007], [-0.006, -0.002, 0.000], [0.003, -0.006, -0.001], [0.023, -0.022, -0.007], [-0.037, -0.024, -0.015], [-0.231, 0.008, -0.030], [-0.020, 0.021, -0.009], [0.000, -0.006, 0.014], [0.000, 0.014, -0.007], [0.001, -0.001, -0.002], [0.015, -0.007, 0.024], [-0.024, 0.025, 0.008], [0.051, -0.133, 0.057], [-0.006, 0.124, -0.026], [-0.013, 0.005, 0.014], [0.008, 0.008, -0.002], [-0.010, -0.001, -0.024], [0.025, -0.034, 0.018], [0.020, 0.006, 0.005], [-0.002, -0.002, 0.001], [0.003, 0.000, -0.001], [-0.003, 0.001, -0.003], [0.001, -0.008, 0.011], [-0.054, -0.042, 0.023], [-0.003, 0.001, 0.003], [-0.001, 0.000, 0.001], [0.001, -0.001, 0.002], [0.002, -0.011, -0.003], [0.049, -0.071, -0.090], [0.072, -0.154, -0.085], [-0.191, -0.184, 0.114], [-0.029, 0.029, 0.048], [0.005, -0.004, -0.001], [-0.009, 0.006, 0.003], [0.012, -0.011, 0.005], [0.063, -0.011, 0.066], [0.012, -0.009, 0.005], [-0.265, 0.072, -0.235], [0.094, -0.027, 0.082], [0.096, -0.025, 0.085], [-0.001, -0.002, -0.001], [0.000, 0.001, -0.001], [0.002, 0.000, 0.000], [0.003, 0.001, -0.001]], "mulliken_charge": [2.0352, -0.5491, 1.0221, -0.5637, 0.4315, 0.6031, 0.4627, -1.1563, 0.0442, -0.6777, 0.2200, -0.2661, -0.6922, -0.4693, 0.3261, 0.5275, 0.6351, -0.2310, 0.6270, -0.2338, -0.1814, 1.1620, -0.4498, -0.7241, -0.7905, 1.0826, -0.4225, -0.7734, 0.6261, -0.1698, -0.1954, -0.2275, 0.1022, -0.8119, -0.2262, -1.3179, -0.1812, 0.5504, -0.2135, 0.4627, 0.5350, 0.5387, 0.0071, 0.5962, 0.2733, 0.2634, -0.6723, -0.6680, -0.4881, -0.7089, 0.3015, -0.1284, -0.8651, -0.5864, -0.6396, -0.4963, 0.1072, 0.4287, 0.4072, 0.4642, 0.4945, 0.3904, 0.4689, 0.4055, 0.4152, 0.4843, -0.9292, 0.7621, -0.7476, 0.3656, -0.3753, -0.8685, -0.4237, -0.3130, -0.1712, 1.0563, -0.6290, -0.6073, 0.5065, 0.4171, 0.5145, 0.7186], "homo_lumo_gap_ev": [7.30, 7.63], "s2": 2.01, "energy_ev": -122334.4197, "lumo_ev": [-0.74, -1.25], "relative_energy_kcal_mol": 12.6, "homo_energy_ev": [-8.0438, -8.8739], "total_charge": 0, "multiplicity": 3}